Entry 1:
Molecular formula: C19H39AsMgN2O5S
Method: DFT, ωB97M-V/def2-TZVPD

Atoms and positions in Å:
Mg (6.38070, 6.92756, 15.34527)
C (5.05929, 9.43147, 16.30994)
C (5.05034, 9.48759, 14.78655)
O (5.97780, 8.58869, 14.34967)
C (6.25546, 8.73822, 12.88636)
C (5.80863, 6.34831, 12.40892)
O (8.01244, 5.50868, 12.99889)
C (8.40038, 4.63596, 14.09071)
C (8.96513, 5.46480, 15.25194)
O (7.93741, 6.02811, 16.16970)
C (7.45743, 5.05437, 17.18604)
C (6.09535, 5.36846, 17.64179)
O (5.33087, 5.54724, 16.40194)
C (3.94597, 5.96498, 16.56547)
C (3.88670, 7.42576, 17.04198)
O (5.14826, 8.08549, 16.61594)
H (4.23378, 9.99650, 16.72712)
H (5.91775, 9.93655, 16.77826)
H (5.29399, 10.47658, 14.42007)
H (4.05365, 9.13043, 14.41728)
H (6.99008, 9.52028, 12.83694)
H (5.29435, 9.13950, 12.41359)
H (5.98295, 5.54757, 11.67917)
H (4.90964, 6.57519, 12.83386)
H (9.17428, 4.05436, 13.65596)
H (7.53561, 4.06630, 14.43010)
H (9.52623, 6.33022, 15.02205)
H (9.54418, 4.78233, 15.95172)
H (8.22523, 4.93281, 17.92976)
H (7.44276, 4.09371, 16.71633)
H (6.04186, 6.28792, 18.12050)
H (5.67474, 4.63220, 18.34748)
H (3.41010, 5.39113, 17.40313)
H (3.51388, 5.82160, 15.58662)
H (3.91060, 7.50366, 18.13954)
H (3.01059, 7.92255, 16.68597)
C (8.81356, 7.76367, 22.85256)
As (8.92571, 6.12000, 21.89823)
C (10.78282, 5.67044, 21.82750)
C (7.99519, 4.85972, 23.07770)
S (8.11964, 6.45119, 20.02424)
H (9.28281, 7.62369, 23.82173)
H (7.76122, 8.14060, 22.94621)
H (9.43043, 8.40085, 22.26649)
H (10.96973, 4.78247, 21.20012)
H (11.18677, 5.53562, 22.83951)
H (11.26510, 6.53770, 21.34660)
H (8.62850, 4.38116, 23.77780)
H (7.54670, 4.09165, 22.48010)
H (7.27962, 5.47360, 23.61370)
N (6.87423, 6.35053, 13.41812)
C (6.69788, 7.48896, 12.24251)
N (7.42785, 7.61426, 11.14452)
C (7.20476, 6.85952, 9.90986)
C (7.65293, 7.72943, 8.74744)
C (9.12058, 8.07132, 8.84513)
C (9.29694, 8.97079, 10.06692)
C (8.79570, 8.19276, 11.30552)
H (6.07891, 6.75184, 9.95820)
H (7.65466, 5.88865, 9.84372)
H (7.08255, 8.63116, 8.52223)
H (7.55137, 7.15697, 7.80526)
H (9.40935, 8.50090, 7.87326)
H (9.70254, 7.18893, 8.88704)
H (8.57772, 9.81774, 9.98999)
H (10.30486, 9.39361, 10.21005)
H (8.94915, 8.85450, 12.20905)
H (9.52523, 7.38185, 11.52571)

Summary:
- net charge = +2
- relative energy (zero: lowest compared OMol25 entry of this formula, charge and spin) (kcal per mole) = 92.7
- gap between HOMO and LUMO (eV) = 8.063

=====

Entry 2:
Molecular formula: C35H73N2O10
Method: DFT, ωB97M-V/def2-TZVPD

Atoms and positions in Å:
C (7.56065, 3.26872, 1.49668)
C (8.14676, 2.79020, 0.14943)
O (9.30332, 3.55276, -0.17496)
C (7.10258, 2.90044, -0.97207)
N (6.71148, 1.56467, -1.44388)
C (5.38726, 1.58402, -2.06814)
C (5.07195, 0.28113, -2.83518)
O (4.05936, -0.53140, -2.20655)
N (4.57294, -1.22927, -1.11095)
C (4.40658, -2.72465, -1.25184)
C (3.59274, -3.33210, -0.11527)
O (2.22620, -3.29006, -0.41271)
C (1.46184, -3.28899, 0.81056)
C (-0.01723, -3.52141, 0.50597)
O (-0.88184, -2.75030, 1.35229)
C (-1.18822, -1.54739, 0.72650)
C (-2.33127, -1.36078, 0.00252)
C (-2.62214, -0.17455, -0.62824)
C (-1.76222, 0.90551, -0.56980)
C (-2.05838, 2.22577, -1.31034)
C (-0.75286, 2.80744, -1.88686)
C (-2.92119, 1.82617, -2.55135)
C (-2.93986, 3.21999, -0.49809)
C (-2.24832, 4.25459, 0.42377)
C (-1.18246, 3.66876, 1.38024)
C (-1.73200, 5.50438, -0.33482)
C (-3.38204, 4.79809, 1.35279)
C (-0.61049, 0.70249, 0.16933)
C (-0.32954, -0.47310, 0.81644)
H (7.07104, 4.23201, 1.32858)
H (6.80647, 2.52453, 1.79112)
H (8.34500, 3.32587, 2.25541)
H (8.47341, 1.74024, 0.26208)
H (9.91859, 3.47239, 0.56191)
H (7.54947, 3.51020, -1.76459)
H (6.22497, 3.44747, -0.58904)
H (6.64040, 0.97293, -0.61678)
H (4.58071, 1.84271, -1.35610)
H (5.37722, 2.39420, -2.80647)
H (4.66259, 0.56632, -3.80466)
H (6.00661, -0.27186, -3.00667)
H (4.06897, -0.93231, -0.26708)
H (5.56114, -0.98375, -0.99010)
H (4.02986, -2.96403, -2.24782)
H (5.41873, -3.14422, -1.21349)
H (3.93056, -4.37026, 0.01234)
H (3.81727, -2.75362, 0.80223)
H (1.85876, -4.08424, 1.46140)
H (1.66149, -2.34050, 1.32316)
H (-0.24222, -4.58712, 0.59720)
H (-0.19632, -3.21846, -0.53329)
H (-3.02805, -2.19427, -0.08732)
H (-3.56260, -0.15032, -1.16578)
H (-0.07677, 3.24333, -1.14761)
H (-0.93258, 3.51671, -2.70104)
H (-0.20507, 1.96988, -2.34533)
H (-3.94126, 1.63580, -2.19365)
H (-3.01541, 2.66765, -3.24601)
H (-2.54971, 0.92731, -3.04884)
H (-3.62333, 3.74307, -1.17927)
H (-3.58852, 2.61401, 0.15187)
H (-1.52094, 2.69596, 1.74783)
H (-1.15477, 4.32793, 2.25734)
H (-0.16896, 3.66287, 0.97024)
H (-0.65731, 5.43046, -0.54951)
H (-1.89982, 6.42562, 0.22960)
H (-2.21617, 5.59103, -1.31509)
H (-3.97481, 3.99082, 1.79500)
H (-4.03949, 5.43602, 0.74780)
H (-2.96181, 5.44338, 2.13119)
H (0.10731, 1.51237, 0.26402)
H (0.58383, -0.52861, 1.40206)
C (4.02511, 5.31345, 2.98746)
O (4.72830, 6.01166, 1.97295)
C (3.89192, 6.88168, 1.21944)
C (3.96983, 8.31581, 1.70694)
O (3.47975, 8.45349, 3.03058)
C (4.50768, 8.45806, 4.00956)
H (4.75431, 4.95120, 3.71188)
H (3.30831, 5.95320, 3.50445)
H (3.49798, 4.45432, 2.55556)
H (2.85734, 6.52393, 1.23127)
H (4.24638, 6.84738, 0.18443)
H (3.33441, 8.93351, 1.06543)
H (4.99283, 8.69749, 1.63189)
H (4.96640, 9.45026, 4.06456)
H (5.28005, 7.71543, 3.80103)
H (4.05419, 8.22723, 4.97260)
C (-8.55275, -2.74600, 1.71636)
O (-8.12772, -4.09884, 1.68979)
C (-7.68228, -4.52031, 0.40924)
C (-6.17250, -4.46463, 0.28375)
O (-5.68007, -3.13290, 0.38388)
C (-5.21642, -2.81004, 1.68483)
H (-8.54899, -2.41471, 2.75422)
H (-7.89117, -2.09616, 1.13994)
H (-9.57156, -2.66575, 1.32363)
H (-8.15963, -3.92821, -0.37793)
H (-8.00114, -5.55950, 0.28678)
H (-5.89281, -4.83442, -0.70706)
H (-5.69415, -5.10966, 1.02762)
H (-4.20557, -3.21038, 1.82540)
H (-5.86970, -3.19728, 2.46826)
H (-5.17983, -1.72392, 1.76950)
C (-4.36721, -10.71062, -1.91633)
O (-3.56229, -9.88580, -2.74524)
C (-4.30494, -8.89085, -3.43248)
C (-4.24788, -7.54872, -2.72804)
O (-4.86091, -7.58987, -1.44687)
C (-3.92136, -7.76810, -0.39934)
H (-3.71363, -11.19669, -1.19299)
H (-5.12179, -10.13694, -1.37497)
H (-4.86032, -11.47942, -2.51945)
H (-5.34169, -9.21212, -3.57181)
H (-3.85262, -8.78187, -4.42290)
H (-4.80631, -6.82060, -3.32446)
H (-3.21461, -7.19511, -2.64913)
H (-3.44674, -6.80846, -0.16184)
H (-3.15167, -8.49806, -0.65563)
H (-4.45653, -8.12273, 0.48089)

Summary:
- net charge = +1
- gap between HOMO and LUMO (eV) = 7.143

=====

Entry 3:
Molecular formula: C38H33N6O3PtS2
Method: DFT, ωB97M-V/def2-TZVPD

Atoms and positions in Å:
Pt (0.62303, 0.21990, 0.22712)
O (-0.59329, 2.54980, 5.21587)
C (-0.53952, 3.66336, 4.45888)
C (-0.96241, 4.82752, 5.09760)
C (-0.94302, 6.03281, 4.43571)
C (-0.50400, 6.12578, 3.10384)
C (-0.09096, 4.99480, 2.46624)
C (-0.10306, 3.72817, 3.11492)
C (0.35803, 2.62163, 2.31672)
O (0.75155, 2.66311, 1.17055)
N (0.41401, 1.31359, 2.99240)
N (0.75662, 0.36191, 2.25171)
C (1.26239, -0.69845, 3.03088)
C (2.12646, -1.63807, 2.59041)
C (2.70101, -2.54500, 3.58071)
C (3.74724, -3.32191, 3.27055)
C (4.31865, -3.25768, 1.94555)
C (3.79724, -2.48105, 0.96387)
C (2.66134, -1.66813, 1.22712)
O (2.14158, -1.03233, 0.25840)
H (-0.23693, 1.79518, 4.73087)
H (-1.28251, 4.75224, 6.12794)
H (-1.25913, 6.92623, 4.95948)
H (-0.47863, 7.08314, 2.60291)
H (0.27557, 5.03608, 1.44943)
H (1.04421, -0.61610, 4.08887)
H (2.27767, -2.54725, 4.57715)
H (4.18989, -3.97595, 4.00846)
H (5.19908, -3.85245, 1.73414)
H (4.23286, -2.44086, -0.02530)
S (-4.67111, 5.05109, 0.47203)
C (-5.16001, 5.39700, 2.05394)
C (-4.52557, 4.60398, 2.98166)
C (-3.62964, 3.71029, 2.38337)
C (-3.58942, 3.82594, 1.00083)
C (-2.77631, 3.07506, 0.05940)
C (-1.94699, 2.02862, 0.51567)
N (-1.15696, 1.30745, -0.26679)
C (-1.16788, 1.59475, -1.59728)
C (-1.99405, 2.56271, -2.16656)
C (-1.98595, 2.71912, -3.60328)
C (-1.20649, 1.94492, -4.38441)
C (-0.30554, 0.98135, -3.80193)
C (0.57608, 0.18392, -4.53923)
C (1.46555, -0.65725, -3.89540)
C (1.45338, -0.66540, -2.48976)
N (0.59640, 0.05127, -1.76962)
C (-0.27923, 0.86024, -2.41707)
C (2.40978, -1.52265, -4.61410)
C (3.44449, -2.25751, -4.09680)
C (4.16126, -2.97590, -5.08896)
C (3.65127, -2.77145, -6.33470)
S (2.31669, -1.71446, -6.31311)
C (-2.78058, 3.32582, -1.30566)
H (-5.89908, 6.16189, 2.23753)
H (-4.70979, 4.67138, 4.04295)
H (-3.04148, 3.00080, 2.94667)
H (-1.98737, 1.73227, 1.55576)
H (-2.63169, 3.46838, -4.04250)
H (-1.22972, 2.04656, -5.46151)
H (0.56308, 0.24764, -5.62128)
H (2.16595, -1.25379, -1.93731)
H (3.72618, -2.25922, -3.05201)
H (5.02145, -3.59785, -4.89258)
H (3.99642, -3.18278, -7.27025)
H (-3.40220, 4.11108, -1.72054)
N (-1.05292, -5.86429, -1.44592)
C (0.08449, -5.81502, -0.45250)
C (-0.10833, -4.61658, 0.47150)
N (-0.27530, -3.34791, -0.22970)
C (-1.35916, -3.43352, -1.19858)
C (-1.18548, -4.56405, -2.20375)
H (-1.92601, -6.05113, -0.94602)
H (-0.92122, -6.64216, -2.09489)
H (0.99973, -5.73557, -1.03865)
H (0.09046, -6.75949, 0.08924)
H (0.74804, -4.56469, 1.14446)
H (-0.99447, -4.78030, 1.09233)
H (0.59096, -3.06368, -0.67470)
H (-1.45816, -2.49187, -1.73858)
H (-2.29244, -3.58388, -0.64627)
H (-0.26776, -4.45190, -2.78180)
H (-2.02828, -4.65927, -2.88634)

Summary:
- net charge = +3
- relative energy (zero: lowest compared OMol25 entry of this formula, charge and spin) (kcal per mole) = 0.0
- gap between HOMO and LUMO (eV) = 4.014